DFT (ωB97M-V/def2-TZVPD) results for the ion C4H6N2O with charge +2 in a non-equilibrium geometry.

Output
- lowest unoccupied orbital energy (Eh) = -0.4288
- HOMO-LUMO gap (eV) = 8.082
- SMILES = CC#[N+]C#[N+]CO
- energy above the lowest of the compared OMol25 structures with the same formula, charge and spin (eV) = 2.110
- calculated total energy (eV) = -9249.284
- total charge = +2

Geometry as XYZ:
```
13
C4H6N2O | OMol25 | ωB97M-V/def2-TZVPD
H -4.377 -0.178 -0.120
C -0.427 -0.283 0.319
N -1.445 -0.639 0.724
O -3.534 0.209 0.197
H -3.267 -1.161 1.735
C -2.800 -0.294 1.182
H 3.804 0.169 -0.269
H 3.091 0.269 -1.998
H -2.422 0.537 1.830
H 3.423 1.660 -0.853
N 0.709 0.130 0.054
C 3.013 0.624 -1.000
C 1.849 0.317 -0.311
```


DFT (ωB97M-V/def2-TZVPD) results for the ion C4H6N2O with charge +2 in a non-equilibrium geometry.

Output
- lowest unoccupied orbital energy (spin up / spin down) (Eh) = -0.4442 / -0.4476
- HOMO-LUMO gap (spin up / spin down) (eV) = 6.563 / 6.910
- energy above the lowest of the compared OMol25 structures with the same formula, charge and spin (eV) = 6.700
- calculated total energy (eV) = -9244.694
- total charge = +2

Geometry as XYZ:
```
13
C4H6N2O | OMol25 | ωB97M-V/def2-TZVPD
H -1.205 2.891 0.123
N 0.784 0.247 0.679
H 1.077 -2.755 0.274
O -1.869 0.478 -1.670
N -1.423 1.131 -0.833
H 0.528 2.093 1.664
C 0.247 1.475 0.777
C 0.437 -2.051 -0.476
C 0.607 -0.806 -0.073
C -0.887 1.792 0.102
H 0.630 -2.335 -1.621
H -0.522 -2.316 -0.105
H 1.596 0.156 1.159
```


DFT (ωB97M-V/def2-TZVPD) results for an isolated molecule of C4H6N2O2 in a non-equilibrium geometry.

Output
- lowest unoccupied orbital energy (Eh) = 0.0218
- HOMO-LUMO gap (eV) = 9.586
- SMILES = O=CC1=NNC[C@H]1O
- energy above the lowest of the compared OMol25 structures with the same formula, charge and spin (eV) = 4.405
- calculated total energy (eV) = -11316.637

Geometry as XYZ:
```
14
C4H6N2O2 | OMol25 | ωB97M-V/def2-TZVPD
C 0.545 0.606 0.320
O -0.278 -0.127 -1.820
H 1.554 -0.906 -1.010
O 1.615 2.613 -0.740
C 0.871 2.077 0.140
H -1.193 0.508 -1.745
N -0.398 0.512 1.200
H -1.064 -1.948 -0.703
C 0.483 -0.514 -0.682
H -1.656 -0.992 1.987
H 0.307 -2.356 0.628
H 0.471 2.755 1.070
C -0.330 -1.586 0.177
N -0.926 -0.640 1.179
```


DFT (ωB97M-V/def2-TZVPD) results for a structure of composition C4H6N2O2 in a non-equilibrium geometry.

Output
- lowest unoccupied orbital energy (Eh) = -0.0251
- HOMO-LUMO gap (eV) = 8.432
- energy above the lowest of the compared OMol25 structures with the same formula, charge and spin (eV) = 2.738
- calculated total energy (eV) = -11318.304

Geometry as XYZ:
```
14
C4H6N2O2 | OMol25 | ωB97M-V/def2-TZVPD
C 1.384 -0.716 1.697
C -0.059 1.176 0.688
H 0.164 1.755 1.600
O 0.170 -0.961 -0.344
H 2.144 -1.371 1.267
H 1.864 0.119 2.212
H 0.802 -1.286 2.428
C -0.512 0.295 -1.592
C 0.476 -0.214 0.633
N -0.832 1.546 -0.256
N -1.708 -0.247 -1.917
H -2.333 -0.436 -1.150
H -1.917 -0.270 -2.904
O 0.357 0.609 -2.361
```